Model A:
A gas-phase ion, C6H13N2O (charge +1). Source: the OMol25 dataset; level of theory: ωB97M-V with the def2-TZVPD basis set.

The geometry in XYZ format:
```
22
Properties=species:S:1:pos:R:3:nbo_charge:R:1
C -1.465 1.166 0.876 -0.620
C -1.164 -0.215 0.303 -0.278
C -1.910 -0.336 -1.078 -0.610
C 0.260 -0.547 0.222 0.045
C 1.106 -1.402 0.819 0.035
N 2.333 -1.284 0.269 -0.624
C 2.482 -0.008 -0.371 0.431
O 2.898 0.967 0.513 -0.695
N 0.979 0.253 -0.777 -0.565
H -0.895 1.355 1.855 0.224
H -2.522 1.217 1.147 0.243
H -1.195 2.028 0.302 0.198
H -1.649 -0.878 0.982 0.242
H -2.683 0.395 -1.243 0.240
H -2.270 -1.445 -0.943 0.242
H -1.201 -0.382 -1.966 0.180
H 0.909 -1.982 1.715 0.261
H 3.128 -1.673 0.883 0.438
H 3.100 0.045 -1.207 0.196
H 3.699 1.416 0.253 0.511
H 0.856 -0.146 -1.819 0.446
H 0.551 1.173 -0.752 0.461
```

Computed properties:
Highest occupied orbital energy in eV: -12.6968
Net charge: +1
SMILES string: CC(C)C1=CN[C@H](O)[NH2+]1
Frontier orbital gap in Eh: 0.3455

---

Model B:
2 unconnected molecules or ions with the total composition C6H13N2O. Source: the OMol25 dataset; level of theory: ωB97M-V with the def2-TZVPD basis set.

The geometry in XYZ format:
```
22
Properties=species:S:1:pos:R:3:nbo_charge:R:1
C -0.860 -0.233 1.934 -0.214
C 0.638 -0.065 1.745 -0.468
C 1.136 0.127 0.342 -0.117
C 1.574 -0.815 -0.550 -0.089
N 1.557 -0.236 -1.807 -0.509
C 1.282 1.127 -1.680 -0.068
C 0.913 1.332 -0.375 -0.302
N -1.526 -0.788 0.658 -0.717
H -1.457 0.643 2.172 0.228
H -1.011 -0.947 2.757 0.231
H 0.989 0.813 2.269 0.255
H 1.190 -0.871 2.245 0.239
H 2.022 -1.770 -0.337 0.234
H 2.280 -0.562 -2.438 0.422
H 1.422 1.777 -2.517 0.238
H 0.576 2.220 0.146 0.237
H -0.729 -1.179 0.149 0.443
H -1.922 -1.704 0.896 0.430
H -2.147 -0.140 0.091 0.493
H -2.710 0.317 -2.207 0.507
H -1.221 0.679 -1.948 0.509
O -1.996 0.277 -1.544 -0.981
```

Computed properties:
Highest occupied orbital energy in eV: -12.3802
Net charge: +1
Frontier orbital gap in Eh: 0.3475

---

Here are the energies relative to the best structure, in eV: model A 1.551; model B 0.000.